A gas-phase ion, C3H8N3S (charge +1) in a non-equilibrium geometry, computed with wB97M-V/def2-TZVPD.

```
15
Properties=species:S:1:pos:R:3:forces:R:3
C 0.007 -0.381 -0.292 2.2 -2.3 0.0
C -2.524 -0.613 0.094 0.0 2.3 -1.2
C 2.549 0.060 0.417 0.8 0.2 2.8
N 0.774 1.799 -0.527 -1.1 0.8 1.4
N 0.064 0.828 -0.744 -0.7 3.4 -1.7
N -1.108 -1.006 -0.130 -0.5 -4.6 0.9
S 1.627 -1.207 -0.377 -1.6 -0.3 -0.8
H -3.029 -0.837 -0.936 0.4 0.5 2.2
H -2.939 -1.229 0.959 0.5 1.1 -1.3
H -2.512 0.586 0.292 -0.4 -3.1 -0.3
H 3.688 -0.171 0.342 -2.2 0.5 0.1
H 2.145 0.018 1.497 1.4 0.0 -1.2
H 2.219 1.104 0.168 1.0 -0.9 -0.5
H 0.549 2.566 -1.175 0.3 -0.4 -0.6
H -0.985 -2.094 -0.167 -0.2 2.7 0.4
```
Forces are in eV/Å.

Values from the calculation:
LUMO energy: -5.73 eV
orbital gap: 7.993 eV
total charge: +1
strongest force on any atom: 4.66 eV/A
E: -681.17995 hartree

natural (NBO) atomic charge list, values in e, 8 entries: C 0.31; C -0.44; C -0.83; N -0.20; N -0.14; N -0.49; S 0.40; H 0.25